Here is a molecular structure, C8H17Br6O4P at a distorted geometry from the OMol25 dataset. Energies are from wB97M-V/def2-TZVPD.

Structure (XYZ):
```
36
Properties=species:S:1:pos:R:3
C -2.4746 -3.7813 3.1057
Br -3.4384 -4.5207 4.5713
Br -1.6093 -5.1668 2.0515
Br -1.1406 -2.5115 3.7571
H -3.1875 -3.1943 2.5462
C -4.2817 -0.2863 1.8145
Br -5.6385 0.9159 1.0687
Br -3.3069 0.4319 3.4049
Br -2.9515 -0.9596 0.5560
H -4.8017 -1.1533 2.1930
C 0.7183 -2.1194 0.3887
C 1.3800 -1.5350 -0.8635
O 0.9540 -0.1763 -1.0929
P 1.8679 1.0191 -0.5553
O 2.5647 0.8102 0.7073
O 2.8349 1.2303 -1.8178
C 2.3206 1.7259 -3.0691
C 3.4165 1.6868 -4.0876
O 0.9463 2.3025 -0.5932
C 0.3071 2.7783 0.6080
C -0.9659 2.0018 0.8574
H 0.7781 -1.4643 1.2560
H -0.3442 -2.1800 0.1274
H 1.0164 -3.1395 0.6185
H 2.4668 -1.5917 -0.8903
H 0.9074 -2.0480 -1.7027
H 1.4553 1.1314 -3.3703
H 1.9802 2.7458 -2.8713
H 4.2582 2.3622 -3.9453
H 3.8036 0.6677 -4.1656
H 3.0239 1.9272 -5.0802
H 0.9732 2.7386 1.4703
H 0.1010 3.8275 0.3936
H -1.5334 1.9336 -0.0761
H -0.7555 0.9965 1.2111
H -1.6449 2.5947 1.4742
```

Summary:
gap between HOMO and LUMO	0.3541	Eh
electronic energy	-16401.49320	Eh
HOMO level	-0.3768	hartree
charge	0
energy relative to the best compared isomer or geometry (same formula, charge and spin)	0.186	eV

=====

Here is a gas-phase ion, C8H17Cl2N4O (charge +1) at a distorted geometry from the OMol25 dataset. Energies are from wB97M-V/def2-TZVPD.

Structure (XYZ):
```
32
Properties=species:S:1:pos:R:3
C 4.2103 2.3801 0.1627
C 3.1811 1.2029 0.4347
Cl 3.1178 0.6315 2.1737
C 2.3636 0.6075 -0.5217
Cl 2.4908 1.1615 -2.2610
N 1.3663 -0.4593 -0.2845
C 1.7970 -1.8665 -0.0278
O 0.5013 -2.5455 -0.0346
C -0.5593 -1.6009 0.3638
C -1.6970 -1.2682 -0.6873
C -2.7685 -0.2207 -0.1418
N -3.0456 -0.3707 1.3168
N -2.3885 1.2052 -0.3647
N -4.0505 -0.4528 -0.9158
C 0.2957 -0.2896 0.7420
H 3.8772 3.2545 0.8229
H 4.1886 2.7638 -0.8963
H 5.2404 2.0826 0.5166
H 0.8729 -0.5625 -1.1977
H 2.3249 -2.3217 -0.9166
H 2.3475 -2.0902 0.9471
H -1.0571 -1.9946 1.2989
H -1.2045 -0.7861 -1.6043
H -2.2737 -2.1707 -1.0497
H -2.2230 -0.1311 1.8791
H -3.7472 0.3471 1.5496
H -3.0446 1.8526 0.0752
H -2.2162 1.4265 -1.3488
H -3.7336 -0.4016 -1.9021
H -4.5576 0.4410 -0.7884
H 0.6217 -0.5269 1.8054
H -0.2303 0.7027 0.8545
```

Summary:
gap between HOMO and LUMO	0.3226	Eh
electronic energy	-1529.33102	Eh
HOMO level	-0.4416	hartree
charge	+1
SMILES	C/C(Cl)=C(\Cl)[N@H+]1CO[C@H](CC(N)(N)N)C1